{"formula": "C48H25AsF18GaGeN2O3S2", "method": "wB97M-V/def2-TZVPD", "homo_ev": [-11.0, -10.6], "fmax_ev_per_a": 3.3, "orbital_gap_ha": [0.2244, 0.1594], "total_charge": 1, "lumo_energy_ev": [-4.93, -6.29], "e_tot_ev": -299609.421, "relative_energy_kj_mol": 169.3, "species": ["Ga", "F", "C", "C", "C", "F", "C", "F", "C", "F", "C", "F", "Ge", "S", "C", "C", "F", "C", "F", "C", "F", "C", "F", "C", "F", "C", "C", "F", "C", "F", "C", "F", "C", "F", "C", "F", "C", "C", "C", "C", "C", "C", "As", "C", "C", "C", "C", "C", "C", "C", "C", "C", "C", "C", "C", "H", "H", "H", "H", "H", "H", "H", "H", "H", "H", "H", "H", "H", "H", "H", "F", "C", "F", "F", "C", "C", "C", "N", "C", "C", "H", "H", "H", "H", "N", "C", "C", "C", "C", "C", "C", "S", "O", "O", "O", "H", "H", "H", "H", "H", "H"], "xyz": [[-0.29894, 0.18131, -0.29660], [2.87796, -2.51699, 2.20160], [4.22686, -2.43919, 2.13290], [4.78936, -1.28109, 1.65150], [6.17076, -1.18999, 1.69690], [6.74466, -0.06009, 1.28300], [6.94956, -2.23969, 2.16940], [8.27406, -2.13789, 2.20410], [6.34016, -3.41419, 2.60470], [7.09426, -4.41279, 3.04170], [4.94576, -3.53429, 2.60620], [4.02396, -2.94079, 4.87550], [3.65056, 0.13481, 0.84740], [1.55936, 0.22651, 1.47710], [4.35616, 1.95141, 1.17560], [5.00926, 2.30411, 2.33890], [5.28016, 1.33341, 3.21280], [5.34516, 3.62591, 2.61380], [5.99466, 3.94761, 3.72520], [4.95926, 4.62591, 1.72010], [5.22156, 5.89751, 1.98920], [4.27146, 4.29141, 0.55540], [3.83566, 5.23781, -0.27910], [4.01096, 2.95721, 0.29830], [3.34416, 2.60341, -0.82550], [3.91526, -0.11929, -1.14170], [5.09226, 0.32071, -1.72430], [6.00476, 0.89411, -0.94530], [5.33996, 0.21271, -3.08880], [6.48056, 0.65151, -3.60200], [4.37226, -0.34859, -3.92060], [4.58036, -0.45819, -5.22440], [3.17076, -0.77379, -3.36320], [2.20136, -1.29269, -4.12150], [2.97336, -0.64519, -1.99630], [1.76536, -1.03769, -1.48950], [-8.27034, 0.84771, 0.78980], [-7.84024, -0.44739, 0.56300], [-6.50904, -0.69949, 0.28000], [-5.59964, 0.34681, 0.21240], [-6.03664, 1.64821, 0.43830], [-7.36834, 1.89731, 0.71840], [-3.70614, 0.09161, -0.26970], [-3.83164, 0.84031, -2.06890], [-4.92244, 0.55101, -2.88110], [-5.02844, 1.11821, -4.13810], [-4.06474, 2.00971, -4.58070], [-2.97904, 2.30991, -3.77570], [-2.85764, 1.71391, -2.53240], [-3.72634, -1.82239, -0.65040], [-3.88654, -2.69129, 0.42940], [-3.84034, -4.06239, 0.24560], [-3.62544, -4.58249, -1.02200], [-3.46054, -3.73049, -2.10190], [-3.50294, -2.35539, -1.91690], [-9.30604, 1.03771, 1.02320], [-8.54024, -1.26779, 0.60440], [-6.18724, -1.71669, 0.09770], [-5.33064, 2.47311, 0.37930], [-7.70724, 2.90761, 0.88560], [-5.69354, -0.12229, -2.52630], [-5.86724, 0.86791, -4.76960], [-4.15874, 2.46541, -5.55320], [-2.23104, 3.01111, -4.11220], [-1.99734, 1.93351, -1.90370], [-4.07654, -2.27779, 1.41680], [-3.98684, -4.72639, 1.08410], [-3.59974, -5.65029, -1.16970], [-3.31064, -4.13359, -3.09240], [-3.36974, -1.68849, -2.76110], [-0.86544, 7.44771, -0.94030], [-1.23964, 6.90821, 0.22770], [-2.50194, 7.28251, 0.45080], [-0.48034, 7.46451, 1.17880], [-1.07194, 5.40301, 0.21910], [-2.12954, 4.55501, 0.52530], [-1.89634, 3.18901, 0.49890], [-0.71874, 2.66661, 0.18420], [0.28926, 3.48181, -0.10000], [0.17106, 4.86301, -0.09050], [-3.10304, 4.94821, 0.77340], [-2.68474, 2.47491, 0.72760], [1.22096, 2.99811, -0.35520], [1.01066, 5.49881, -0.32900], [-0.56944, -2.49659, -0.85860], [-0.03264, -3.21189, 0.18360], [-0.58774, -3.08489, 1.47290], [-0.03414, -3.73569, 2.53570], [1.12116, -4.54969, 2.37050], [1.65376, -4.68969, 1.05940], [1.10066, -4.02419, 0.00150], [3.15536, -4.35609, 4.29420], [1.70316, -5.08459, 3.39290], [3.36766, -5.32419, 5.29480], [4.31416, -4.61959, 3.07080], [-1.58414, -2.39339, -0.84390], [-0.21144, -2.74309, -1.77640], [-1.44104, -2.43429, 1.61490], [-0.44074, -3.62829, 3.52810], [2.50876, -5.33379, 0.93190], [1.52296, -4.12319, -0.98780]]}